[1]
The following is a DFT calculation (ωB97M-V/def2-TZVPD) of a 2-piece molecular cluster, C34H60F5NO5PS overall.

Structure (ORCA input):
```
! RIJCOSX wB97M-V def2-TZVPD def2/J DEFGRID3
* xyz 1 1
O 0.39 -3.67 3.98
C -0.47 -3.84 3.18
C -1.78 -2.98 3.29
C -1.90 -2.18 1.92
C -2.55 -0.76 2.05
C -1.98 0.28 1.05
F -2.38 1.57 1.40
F -0.60 0.33 1.04
C -2.46 0.07 -0.45
F -3.45 0.97 -0.72
F -1.41 0.27 -1.31
F -2.95 -1.16 -0.71
O -0.42 -4.70 2.08
C -0.27 -6.09 2.44
S -1.00 -6.55 4.08
C -1.08 -6.94 1.34
C -1.84 -6.08 0.28
C -3.18 -5.45 0.82
N -4.31 -6.40 0.81
C -5.53 -5.82 0.15
C -6.37 -5.03 1.20
C -5.84 -3.88 1.91
C -6.55 -3.14 2.91
C -7.89 -3.55 3.27
C -8.45 -4.66 2.55
C -7.73 -5.40 1.53
O -8.42 -6.45 0.94
C 1.25 -6.52 2.27
O 2.17 -5.48 2.60
O 3.10 -5.91 3.53
H -2.68 -3.64 3.37
H -1.72 -2.26 4.14
H -2.36 -2.80 1.11
H -0.84 -2.01 1.58
H -2.53 -0.35 3.09
H -3.64 -0.87 1.78
H 0.01 -7.23 4.73
H -0.43 -7.69 0.83
H -1.86 -7.55 1.87
H -1.20 -5.32 -0.23
H -2.15 -6.79 -0.54
H -3.41 -4.51 0.25
H -2.99 -5.14 1.88
H -4.52 -6.61 1.79
H -6.15 -6.71 -0.12
H -5.23 -5.23 -0.73
H -4.81 -3.54 1.66
H -6.03 -2.27 3.38
H -8.44 -3.00 4.06
H -9.49 -4.99 2.79
H -7.92 -7.28 0.99
H 1.41 -6.75 1.18
H 1.49 -7.46 2.81
H 2.60 -5.98 4.37
C 6.05 6.82 -2.90
C 4.59 7.09 -2.60
C 4.20 6.74 -1.17
C 4.04 5.24 -0.88
P 2.56 4.41 -1.45
C 1.17 5.44 -0.91
C 1.03 5.84 0.57
C 0.61 4.75 1.56
C -0.59 3.92 1.14
C 2.37 2.85 -0.58
C 3.32 1.67 -0.76
C 3.31 0.98 -2.12
C 1.93 0.63 -2.67
C 2.27 4.34 -3.22
C 3.11 3.63 -4.29
C 4.64 3.66 -4.17
C 5.30 4.52 -5.24
H 6.33 5.78 -2.70
H 6.29 7.04 -3.94
H 6.70 7.44 -2.27
H 3.96 6.56 -3.32
H 4.40 8.16 -2.77
H 3.27 7.26 -0.92
H 4.96 7.14 -0.50
H 4.00 5.14 0.22
H 4.93 4.69 -1.16
H 0.25 4.99 -1.27
H 1.27 6.37 -1.48
H 0.27 6.64 0.61
H 1.96 6.29 0.92
H 0.38 5.24 2.52
H 1.46 4.10 1.79
H -1.51 4.51 1.21
H -0.69 3.06 1.79
H -0.51 3.54 0.12
H 1.34 2.51 -0.69
H 2.49 3.11 0.47
H 3.06 0.92 -0.01
H 4.34 1.99 -0.54
H 3.93 0.08 -2.08
H 3.84 1.63 -2.82
H 1.49 -0.19 -2.10
H 2.01 0.32 -3.71
H 1.24 1.47 -2.64
H 2.16 5.38 -3.54
H 1.26 3.93 -3.32
H 2.81 4.03 -5.26
H 2.78 2.59 -4.35
H 5.03 2.65 -4.30
H 4.95 3.97 -3.18
H 5.18 4.07 -6.23
H 6.36 4.62 -5.04
H 4.85 5.52 -5.28
*
```

The frontier orbital gap comes out at 8.058 eV.

[2]
The following is a DFT calculation (ωB97M-V/def2-TZVPD) of C34H61Br30FN4O2PS as an isolated structure.

Structure (ORCA input):
```
! RIJCOSX wB97M-V def2-TZVPD def2/J DEFGRID3
* xyz 1 1
C -6.01 1.02 -1.54
C -6.09 0.22 -2.84
C -5.58 1.01 -4.06
C -4.11 1.48 -3.96
C -3.13 0.74 -4.88
C -3.11 -0.78 -4.62
C -1.96 -1.16 -3.67
C -2.21 -2.55 -3.07
C -1.00 -3.27 -2.44
C -1.01 -3.44 -0.90
C -0.29 -4.79 -0.58
N 0.93 -5.02 -1.33
C 2.16 -5.18 -0.57
O -2.32 -3.59 -0.37
C -2.81 -2.55 0.49
C -4.36 -2.58 0.37
C -4.95 -3.92 -0.08
N -5.04 -4.00 -1.55
N -2.44 -2.66 1.86
C -2.78 -3.55 2.72
C -2.71 -5.04 2.52
C -3.21 -3.10 4.09
C -2.32 -1.17 0.02
P -3.00 0.24 1.03
S -2.08 0.52 2.73
N -0.84 -1.05 0.07
C -0.30 0.06 -0.81
C 0.66 0.98 -0.06
C 1.79 0.29 0.71
C 3.02 -0.03 -0.17
O 2.68 0.14 -1.55
C -0.18 -2.40 -0.14
F 1.03 -2.20 -0.71
H -6.62 0.56 -0.76
H -4.98 1.08 -1.18
H -6.36 2.05 -1.68
H -5.49 -0.69 -2.71
H -7.12 -0.09 -3.00
H -5.74 0.45 -4.98
H -6.21 1.90 -4.12
H -4.09 2.53 -4.26
H -3.76 1.48 -2.93
H -3.32 0.96 -5.93
H -2.13 1.12 -4.65
H -4.02 -1.08 -4.10
H -3.02 -1.32 -5.56
H -1.97 -0.38 -2.90
H -1.01 -1.12 -4.20
H -2.55 -3.16 -3.91
H -3.06 -2.49 -2.39
H -0.94 -4.26 -2.89
H -0.08 -2.76 -2.75
H -1.02 -5.58 -0.78
H -0.09 -4.82 0.49
H 0.81 -5.76 -2.00
H 2.48 -6.22 -0.49
H 2.07 -4.74 0.42
H 2.98 -4.64 -1.07
H -4.81 -2.21 1.28
H -4.63 -1.87 -0.42
H -5.96 -3.99 0.31
H -4.40 -4.77 0.32
H -4.24 -4.51 -1.91
H -5.85 -4.54 -1.80
H -2.36 -5.32 1.53
H -3.69 -5.48 2.72
H -2.05 -5.43 3.28
H -3.59 -2.08 4.03
H -2.34 -3.05 4.75
H -3.96 -3.77 4.51
H -2.70 -1.04 -0.99
H -2.83 1.36 0.21
H -4.38 0.08 1.18
H -0.63 -0.75 1.04
H -1.16 0.66 -1.10
H 0.12 -0.34 -1.73
H 1.07 1.64 -0.83
H 0.07 1.59 0.63
H 1.45 -0.64 1.18
H 2.10 0.96 1.50
H 3.33 -1.06 0.00
H 3.86 0.61 0.09
H 3.19 -0.50 -2.06
H 0.00 -2.79 0.87
C -6.41 0.80 4.71
Br -6.14 -0.01 2.98
Br -8.24 0.71 5.25
Br -5.23 0.04 6.02
H -6.15 1.85 4.61
C -5.03 4.98 3.78
Br -4.86 6.59 2.75
Br -6.59 4.98 4.90
Br -4.99 3.41 2.66
H -4.17 4.92 4.43
C 5.86 -0.34 2.89
Br 5.00 1.38 2.92
Br 4.58 -1.79 2.89
Br 7.11 -0.48 1.44
H 6.42 -0.42 3.81
C 5.97 0.63 -4.05
Br 4.75 -0.86 -4.14
Br 5.36 2.10 -5.12
Br 6.34 1.17 -2.24
H 6.91 0.30 -4.47
C 11.45 0.09 1.48
Br 13.26 0.34 0.91
Br 10.97 1.29 2.90
Br 10.22 0.26 0.00
H 11.37 -0.91 1.86
C 9.86 5.30 1.45
Br 8.68 3.88 0.88
Br 9.29 6.07 3.12
Br 11.69 4.72 1.53
H 9.80 6.08 0.70
C 12.16 7.99 -0.99
Br 11.00 6.63 -1.70
Br 11.42 8.73 0.63
Br 13.94 7.32 -0.72
H 12.21 8.78 -1.72
C 9.33 -1.71 -6.08
Br 8.11 -3.19 -6.16
Br 8.72 -0.23 -7.14
Br 9.68 -1.17 -4.27
H 10.27 -2.04 -6.50
C -8.15 6.71 8.57
Br -6.51 5.73 8.71
Br -7.85 8.50 7.94
Br -9.44 5.79 7.48
H -8.56 6.79 9.56
C -0.50 3.86 2.93
Br -0.65 4.81 4.59
Br -1.38 4.79 1.50
Br 1.33 3.45 2.49
H -1.01 2.91 3.05
*
```

The frontier orbital gap comes out at 9.231 eV.

[3]
The following is a DFT calculation (ωB97M-V/def2-TZVPD) of a 5-piece molecular cluster, C34H61FN2O14S overall.

Structure (ORCA input):
```
! RIJCOSX wB97M-V def2-TZVPD def2/J DEFGRID3
* xyz 0 1
N 6.72 4.24 1.73
C 7.17 3.09 0.94
C 6.40 1.79 1.20
C 6.33 0.75 0.06
C 6.01 1.28 -1.34
C 7.27 1.67 -2.15
C 7.92 0.58 -3.00
C 8.76 -0.48 -2.26
S 7.78 -1.92 -1.73
O 5.36 0.19 -2.08
C 4.41 0.74 -2.89
O 4.20 0.37 -4.00
C 3.74 1.84 -2.10
C 2.90 2.82 -2.90
C 1.53 2.29 -3.39
C 0.90 1.17 -2.57
C 0.50 1.61 -1.15
N -0.87 1.29 -0.81
C -1.56 0.15 -1.14
C -2.81 0.22 -0.57
C -2.88 1.44 0.15
C -1.67 2.07 -0.01
C 4.93 2.42 -1.34
F 5.39 3.58 -1.97
H 6.26 3.94 2.59
H 6.05 4.79 1.21
H 8.23 2.92 1.17
H 7.12 3.39 -0.11
H 6.87 1.28 2.05
H 5.39 2.05 1.54
H 5.54 0.03 0.31
H 7.25 0.18 0.02
H 8.03 2.04 -1.45
H 7.03 2.52 -2.80
H 7.20 0.10 -3.66
H 8.63 1.10 -3.65
H 9.26 -0.03 -1.40
H 9.53 -0.84 -2.94
H 8.66 -2.39 -0.84
H 3.18 1.30 -1.33
H 3.49 3.12 -3.76
H 2.76 3.72 -2.30
H 0.83 3.13 -3.40
H 1.63 1.96 -4.43
H 0.01 0.83 -3.11
H 1.57 0.30 -2.53
H 1.16 1.15 -0.41
H 0.60 2.70 -1.06
H -1.13 -0.62 -1.76
H -3.58 -0.53 -0.65
H -3.72 1.79 0.72
H -1.34 3.02 0.37
H 4.62 2.74 -0.34
C -2.51 -2.46 3.94
C -2.97 -1.18 3.28
O -4.34 -1.27 2.84
C -5.25 -1.12 3.80
O -5.03 -0.89 4.96
O -6.46 -1.23 3.25
C -7.55 -1.08 4.18
H -2.68 -3.31 3.28
H -1.45 -2.40 4.17
H -3.05 -2.64 4.87
H -2.41 -0.98 2.37
H -2.86 -0.33 3.94
H -7.45 -0.15 4.73
H -7.57 -1.91 4.88
H -8.45 -1.06 3.58
C -7.93 -7.23 1.93
C -6.70 -7.42 1.08
O -6.53 -6.33 0.16
C -6.06 -5.20 0.71
O -5.72 -5.06 1.85
O -6.01 -4.27 -0.24
C -5.56 -2.99 0.23
H -8.81 -7.10 1.30
H -8.10 -8.08 2.59
H -7.81 -6.34 2.55
H -6.77 -8.31 0.46
H -5.80 -7.51 1.70
H -4.62 -3.08 0.76
H -6.30 -2.54 0.89
H -5.44 -2.38 -0.66
C 6.43 4.63 -7.00
C 6.95 4.42 -5.59
O 8.35 4.71 -5.48
C 8.66 6.00 -5.38
O 7.88 6.92 -5.36
O 9.99 6.11 -5.34
C 10.47 7.45 -5.27
H 7.03 4.06 -7.71
H 5.40 4.31 -7.07
H 6.49 5.69 -7.27
H 6.86 3.37 -5.31
H 6.39 5.02 -4.87
H 10.01 7.98 -4.44
H 10.26 7.98 -6.20
H 11.54 7.37 -5.11
C -8.80 -4.96 5.17
C -9.75 -4.56 4.06
O -11.13 -4.66 4.47
C -11.56 -3.62 5.19
O -10.93 -2.64 5.47
O -12.82 -3.88 5.56
C -13.41 -2.86 6.38
H -9.04 -5.96 5.53
H -7.78 -4.97 4.79
H -8.86 -4.27 6.00
H -9.66 -5.23 3.21
H -9.55 -3.55 3.71
H -13.34 -1.89 5.89
H -12.92 -2.82 7.35
H -14.45 -3.15 6.49
*
```

Its SMILES is NCCC[C@@]1(CCCS)OC(=O)[C@H](CCCCn2cccc2)[C@@H]1F.CCOC(=O)OC.CCOC(=O)OC.CCOC(=O)OC.CCOC(=O)OC. The frontier orbital gap comes out at 8.709 eV.

[4]
The following is a DFT calculation (ωB97M-V/def2-TZVPD) of a 3-piece molecular cluster, C34H62BI3N3O7P2 overall.

Structure (ORCA input):
```
! RIJCOSX wB97M-V def2-TZVPD def2/J DEFGRID3
* xyz -1 3
C -0.74 -2.95 -8.57
C -0.33 -2.47 -7.12
I -0.56 -3.94 -5.55
C 0.16 -1.21 -6.86
I 0.37 0.13 -8.59
P 0.65 -0.55 -5.13
I -1.00 1.29 -5.68
O 1.83 0.61 -5.75
C 3.02 0.33 -5.01
P 4.56 1.31 -5.53
N 4.67 1.50 -7.13
C 3.21 -1.27 -4.85
C 3.73 -1.83 -6.25
B 4.48 -3.25 -6.17
O 3.88 -4.52 -6.10
O 5.93 -3.22 -6.20
C 4.12 -1.39 -3.56
C 3.46 -2.29 -2.41
C 4.50 -2.67 -1.27
O 2.22 -1.77 -1.92
C 2.33 -0.47 -1.35
C 1.50 -0.27 -0.05
C 0.56 0.89 0.00
C -0.29 1.24 1.16
C -0.23 0.39 2.37
C 0.75 -0.79 2.33
C 1.58 -1.13 1.16
O 1.87 -1.74 -4.80
H 0.12 -2.89 -9.29
H -1.59 -2.29 -8.90
H -1.17 -4.00 -8.53
H -0.42 -1.23 -4.44
H 0.79 0.16 -3.88
H 2.77 0.86 -4.03
H 5.70 0.64 -4.96
H 4.46 2.58 -4.91
H 4.63 2.52 -7.27
H 2.81 -1.99 -6.88
H 4.39 -1.13 -6.83
H 4.62 -5.13 -5.91
H 6.19 -2.31 -6.01
H 5.14 -1.84 -3.74
H 4.32 -0.34 -3.20
H 3.21 -3.26 -2.92
H 5.39 -3.12 -1.79
H 4.03 -3.52 -0.70
H 4.77 -1.81 -0.60
H 3.41 -0.13 -1.22
H 1.90 0.26 -2.11
H 0.50 1.53 -0.91
H -0.95 2.14 1.06
H -0.87 0.65 3.24
H 0.80 -1.42 3.26
H 2.27 -2.02 1.18
C -0.90 -3.69 8.95
C 0.55 -3.44 8.43
C 1.50 -2.95 9.55
C 1.53 -1.45 9.83
C 1.56 -0.65 8.53
C 0.43 -1.06 7.58
N 0.47 -2.51 7.27
O 1.52 -2.73 6.48
C -0.91 -0.65 8.23
C 0.49 -0.20 6.30
C 1.04 -4.86 8.06
H -1.63 -2.99 8.57
H -1.28 -4.66 8.63
H -0.95 -3.67 10.04
H 2.52 -3.24 9.30
H 1.27 -3.47 10.49
H 0.67 -1.16 10.44
H 2.41 -1.21 10.42
H 1.49 0.42 8.76
H 2.53 -0.78 8.05
H -1.76 -0.91 7.59
H -0.95 0.43 8.39
H -1.08 -1.09 9.21
H 1.44 -0.27 5.78
H 0.34 0.85 6.54
H -0.30 -0.49 5.60
H 0.49 -5.27 7.22
H 0.91 -5.54 8.91
H 2.10 -4.88 7.81
C -5.51 2.60 -2.87
C -4.81 2.81 -1.50
C -5.82 3.15 -0.38
C -6.20 4.62 -0.21
C -4.97 5.52 -0.29
C -4.17 5.26 -1.57
N -3.75 3.83 -1.68
O -2.81 3.62 -0.76
C -5.03 5.69 -2.78
C -2.96 6.21 -1.63
C -4.27 1.40 -1.17
H -5.29 3.37 -3.61
H -5.17 1.68 -3.36
H -6.60 2.53 -2.77
H -5.40 2.82 0.58
H -6.74 2.56 -0.51
H -6.95 4.91 -0.95
H -6.67 4.75 0.77
H -5.29 6.57 -0.26
H -4.35 5.37 0.59
H -4.50 5.53 -3.72
H -5.27 6.76 -2.72
H -5.99 5.18 -2.84
H -2.31 6.12 -0.76
H -3.29 7.25 -1.67
H -2.36 6.03 -2.53
H -3.49 1.09 -1.86
H -5.07 0.66 -1.23
H -3.87 1.34 -0.15
*
```

The frontier orbital gap (alpha / beta) comes out at 6.321 / 5.649 eV.